(1)
Molecular formula: C5H14
Method: DFT, ωB97M-V/def2-TZVPD

The charge is -1. The energy above the lowest of the compared OMol25 structures with the same formula, charge and spin comes out at 0.342 eV. Its molecular weight is 74.17 g mol⁻¹. The multiplicity is 2. The expectation value of S² is 0.75. For the LUMO energy (alpha / beta), the calculation gives 4.138 / 4.338 eV.

Geometry as XYZ:
```
19
Properties=species:S:1:pos:R:3:forces:R:3:lowdin_charge:R:1
C 0.527 -0.839 -1.454 0.04 -0.06 0.80 -0.45
C 1.646 -1.551 -2.199 -0.05 0.31 0.07 -0.26
C -0.327 -1.821 -0.634 -0.41 0.03 -0.47 -0.23
H 1.052 -0.208 -0.731 -0.06 0.17 0.14 0.04
H -0.092 -0.107 -1.969 0.06 -0.36 -0.61 0.06
H 2.251 -0.847 -2.773 0.06 -0.01 -0.16 0.04
H -0.343 -2.822 -1.064 0.32 -0.15 -0.08 0.04
H 0.072 -1.873 0.373 -0.13 -0.21 0.34 0.03
H 1.321 -2.368 -2.837 -0.17 -0.01 -0.23 0.05
H 2.298 -1.985 -1.438 0.12 -0.10 -0.02 0.05
H -1.395 -1.569 -0.611 0.22 0.37 0.25 0.04
C -1.225 1.525 1.387 0.04 1.56 -0.15 -0.27
C -0.510 2.437 2.397 -0.06 -0.98 1.03 -0.34
H -1.430 2.155 0.506 0.10 -0.42 -0.11 0.03
H -0.614 0.672 1.093 -0.34 -0.04 0.07 0.03
H -2.217 1.297 1.785 0.18 -0.63 -0.01 0.04
H -1.211 3.117 2.882 -0.02 0.50 -0.45 0.04
H 0.379 2.940 2.024 -0.12 0.16 -0.20 0.03
H -0.183 1.848 3.265 0.21 -0.15 -0.19 0.03
```
Forces are in eV/Å.



(2)
Molecular formula: C35H68BeF3O21
Method: DFT, ωB97M-V/def2-TZVPD

The charge is +1. The energy above the lowest of the compared OMol25 structures with the same formula, charge and spin comes out at 0.000 eV. Its molecular weight is 890.91 g mol⁻¹. For the LUMO energy, the calculation gives -5.386 eV.

Geometry as XYZ:
```
128
Properties=species:S:1:pos:R:3:forces:R:3:lowdin_charge:R:1
Be 7.334 4.978 -11.271 -1.18 -2.14 3.98 1.07
C 7.371 2.836 -8.471 0.49 -0.05 -2.22 -0.41
O 6.256 2.140 -9.027 0.26 -0.96 1.18 -0.16
O 7.594 3.907 -9.271 0.17 1.96 -1.39 -0.16
C 7.109 3.296 -7.032 -1.23 1.18 0.61 -0.53
F 6.893 2.329 -6.128 0.35 -0.48 -0.25 0.15
F 8.070 4.085 -6.525 0.49 -0.45 -0.45 0.13
F 5.994 4.067 -6.985 -0.16 -0.22 -0.25 0.12
C 6.021 0.810 -8.541 -1.08 -0.19 0.68 -0.23
C 4.874 0.232 -9.359 0.43 -0.47 -0.03 -0.04
H 5.201 -0.177 -10.318 0.03 0.49 -0.22 0.07
H 4.441 -0.645 -8.875 -0.07 0.21 0.32 0.07
H 4.114 1.002 -9.477 -0.17 -0.17 -0.11 0.07
H 5.690 0.855 -7.499 -0.06 0.15 0.00 0.10
H 6.875 0.126 -8.489 0.44 0.42 -0.52 0.12
H 8.246 2.167 -8.487 -0.03 -0.24 0.42 0.16
C 7.861 -3.865 -8.406 -0.63 -0.95 -0.63 -0.19
C 9.322 -3.510 -8.391 -0.03 1.19 -0.08 -0.15
C 9.191 -2.049 -7.917 0.38 0.00 0.47 -0.21
O 8.252 -2.082 -6.834 0.13 -0.46 -0.41 -0.15
C 7.289 -3.068 -7.217 -0.05 -0.84 -0.26 -0.19
H 7.694 -4.942 -8.329 0.04 0.03 0.46 0.11
H 7.355 -3.654 -9.353 0.21 0.59 0.01 0.11
H 9.863 -3.569 -9.335 -0.18 -0.16 -0.09 0.11
H 9.832 -4.126 -7.651 0.19 0.26 0.09 0.12
H 8.753 -1.362 -8.651 0.31 -0.29 -0.55 0.11
H 10.139 -1.625 -7.589 -0.11 0.06 0.23 0.11
H 6.336 -2.625 -7.514 -0.04 0.19 0.34 0.11
H 7.159 -3.789 -6.410 -0.25 0.44 0.34 0.12
C 3.599 3.203 -13.218 0.39 1.38 -0.42 -0.14
C 3.371 2.657 -11.827 0.00 -0.05 -0.36 -0.13
C 4.269 3.524 -10.934 -0.83 -0.93 0.67 -0.16
O 4.972 4.446 -11.780 0.88 0.36 -0.01 -0.19
C 4.136 4.614 -12.945 0.46 -0.05 -0.02 -0.17
H 2.726 3.348 -13.853 -0.09 -0.66 -0.01 0.12
H 4.399 2.674 -13.738 -0.22 -0.16 -0.18 0.10
H 3.670 1.615 -11.736 -0.33 -0.08 -0.09 0.10
H 2.317 2.792 -11.587 0.06 -0.26 0.32 0.12
H 4.944 2.901 -10.361 0.40 0.46 -0.17 0.09
H 3.576 3.974 -10.216 0.51 0.88 -0.04 0.12
H 4.706 4.990 -13.796 0.30 0.05 0.21 0.12
H 3.395 5.379 -12.699 -0.35 -0.30 -0.04 0.12
C 7.049 0.619 -12.728 -0.03 0.96 -1.08 -0.12
C 7.501 1.180 -14.093 0.34 -0.84 -0.97 -0.16
C 7.606 2.666 -13.903 -0.19 0.99 0.32 -0.16
O 7.447 2.869 -12.470 0.51 1.93 0.66 -0.19
C 7.618 1.650 -11.745 -0.43 -1.65 -0.17 -0.16
H 7.362 -0.418 -12.655 -0.08 0.03 0.51 0.12
H 5.963 0.730 -12.776 -0.08 -0.43 0.53 0.10
H 6.824 0.878 -14.894 -0.32 0.31 0.15 0.12
H 8.444 0.776 -14.467 0.22 0.01 0.54 0.12
H 6.825 3.282 -14.356 -0.21 -0.32 -0.09 0.11
H 8.545 3.113 -14.234 0.19 -0.29 0.12 0.12
H 7.034 1.698 -10.833 0.14 0.30 -0.07 0.09
H 8.648 1.372 -11.505 0.22 0.61 -0.13 0.14
C 2.379 -1.381 -6.592 -0.18 -0.10 -0.15 -0.18
C 0.951 -1.347 -6.019 0.99 0.32 -0.46 -0.15
C 1.213 -1.178 -4.490 -1.36 -1.36 -1.21 -0.19
O 2.546 -0.707 -4.356 -0.80 0.36 0.12 -0.11
C 3.046 -0.425 -5.647 1.51 0.33 -0.14 -0.24
H 2.439 -1.073 -7.637 -0.13 0.19 0.05 0.10
H 2.857 -2.362 -6.544 -0.21 -0.10 0.25 0.12
H 0.379 -2.184 -6.415 -0.27 -0.10 0.65 0.11
H 0.500 -0.421 -6.383 -0.18 -0.09 -0.07 0.10
H 1.078 -2.137 -3.985 0.46 -0.02 0.15 0.11
H 0.375 -0.572 -4.136 0.70 0.72 0.50 0.11
H 4.132 -0.538 -5.587 -0.01 -0.19 0.01 0.12
H 2.911 0.617 -5.973 -0.51 0.07 0.25 0.11
C 4.547 8.389 -11.533 0.75 -0.61 -0.95 -0.03
O 4.853 8.564 -10.162 -0.57 0.19 0.44 0.03
C 5.420 7.547 -9.510 -0.11 0.33 -0.59 -0.59
O 5.862 6.545 -10.040 0.57 -0.59 -0.63 0.08
O 5.430 7.835 -8.245 -0.31 0.32 0.67 0.07
C 6.109 6.980 -7.324 1.36 -0.53 0.21 0.00
H 5.499 8.260 -12.056 -0.19 -0.09 -0.27 0.08
H 4.052 9.252 -11.967 0.02 0.30 0.64 0.11
H 3.923 7.519 -11.740 0.04 -0.08 0.37 0.09
H 5.464 6.506 -6.591 -0.51 0.15 -0.39 0.10
H 6.838 7.563 -6.760 -0.20 0.36 -0.13 0.11
H 6.675 6.223 -7.867 -0.26 -0.12 -0.03 0.07
C 8.434 9.044 -11.210 -0.78 -0.11 0.04 0.00
O 8.895 8.743 -9.898 0.01 0.45 0.27 0.04
C 9.008 7.492 -9.501 0.20 0.89 -0.04 -0.59
O 8.820 6.520 -10.213 -0.73 -1.38 -1.01 0.07
O 9.421 7.503 -8.256 -0.97 -0.58 -0.84 0.05
C 9.699 6.228 -7.658 2.00 -0.07 0.80 -0.01
H 8.483 10.122 -11.331 0.56 -0.05 0.02 0.11
H 7.364 8.834 -11.270 0.10 -0.37 -0.09 0.07
H 8.992 8.489 -11.960 0.04 0.15 -0.06 0.10
H 10.794 6.219 -7.651 -0.03 -0.30 0.15 0.11
H 9.387 5.316 -8.161 -0.73 0.49 -0.28 0.08
H 9.403 6.295 -6.615 -0.40 -0.08 -0.16 0.10
C 9.727 8.319 -1.542 1.28 1.66 -1.77 -0.05
O 9.638 6.922 -1.714 -0.15 -0.64 1.15 0.01
C 8.862 6.415 -2.670 -0.50 0.96 0.33 -0.61
O 8.276 7.078 -3.489 -0.05 -0.45 -0.44 0.11
O 8.814 5.108 -2.490 0.69 -0.55 0.49 0.02
C 8.047 4.291 -3.351 -1.45 0.60 -0.43 -0.04
H 10.613 8.622 -2.114 -0.01 0.08 -0.02 0.10
H 9.947 8.717 -0.555 -0.43 -1.10 0.51 0.09
H 8.936 8.917 -1.992 -0.47 -0.57 0.13 0.09
H 8.184 4.572 -4.390 0.41 -0.29 0.01 0.07
H 6.978 4.449 -3.170 0.04 0.17 0.17 0.10
H 8.208 3.241 -3.128 0.64 0.12 -0.05 0.10
C 3.042 3.334 -7.451 -0.55 -0.66 1.51 -0.04
O 2.001 2.670 -8.179 0.42 -0.12 -0.07 -0.02
C 0.928 3.387 -8.503 -0.38 -0.08 -0.57 -0.62
O 0.852 4.582 -8.597 0.11 0.09 0.27 0.13
O -0.039 2.515 -8.793 -0.23 -0.77 0.30 0.00
C -1.314 3.026 -9.151 -0.32 1.00 -0.92 -0.04
H 3.246 4.346 -7.785 0.22 -0.16 -0.27 0.09
H 3.871 2.638 -7.354 0.31 0.26 -0.99 0.07
H 2.723 3.336 -6.402 -0.26 0.63 -0.05 0.11
H -1.654 3.788 -8.453 0.10 0.00 0.03 0.10
H -2.084 2.266 -9.259 0.53 -0.58 0.56 0.09
H -1.259 3.456 -10.155 0.14 0.33 0.14 0.10
C 10.185 0.820 -6.014 -0.88 0.49 0.96 -0.04
O 10.495 1.291 -7.314 0.14 -0.16 -0.81 -0.02
C 11.761 1.621 -7.567 0.84 0.88 0.55 -0.61
O 12.617 1.846 -6.754 -0.13 -0.42 0.24 0.14
O 11.937 1.779 -8.875 -1.40 -0.48 -0.81 0.00
C 13.204 2.166 -9.339 0.92 1.37 0.00 -0.06
H 9.099 0.874 -5.941 -0.03 -0.49 -0.31 0.08
H 10.487 1.492 -5.209 0.71 -0.01 -0.28 0.10
H 10.536 -0.194 -5.844 0.09 0.05 -0.04 0.10
H 13.934 1.366 -9.245 0.04 0.08 0.08 0.10
H 13.532 3.090 -8.855 0.21 -0.46 0.69 0.10
H 13.158 2.545 -10.361 -0.60 -0.83 -0.25 0.09
```
Forces are in eV/Å.



(3)
Molecular formula: C7H19AgO9
Method: DFT, ωB97M-V/def2-TZVPD

The energy above the lowest of the compared OMol25 structures with the same formula, charge and spin comes out at 0.000 eV. Its molecular weight is 355.09 g mol⁻¹. For the LUMO energy, the calculation gives -0.252 eV.

Geometry as XYZ:
```
36
Properties=species:S:1:pos:R:3:forces:R:3:lowdin_charge:R:1
Ag 0.256 0.057 -0.391 0.41 0.44 -0.01 0.80
O 2.312 1.634 -0.830 0.38 0.19 0.35 -0.06
C 2.728 2.692 0.069 0.04 1.22 0.33 -0.73
O 3.854 3.140 -0.199 -1.07 -0.57 0.42 -0.01
O 1.878 3.055 0.949 0.45 -1.36 -1.23 -0.06
H 3.132 1.530 -1.359 -0.70 -0.02 0.35 0.09
C 1.558 -2.294 -2.063 -0.27 -1.21 -0.04 -0.29
C 1.389 -1.342 -3.173 -0.56 0.41 -0.29 -0.22
O 0.350 -0.424 -2.790 0.14 -0.29 -0.60 -0.11
O 2.106 -1.639 -0.966 0.53 0.15 0.92 -0.08
H 2.195 -3.121 -2.396 0.04 0.06 -0.04 0.13
H 0.575 -2.725 -1.810 0.05 0.05 -0.08 0.13
H 1.088 -1.959 -4.026 0.06 0.44 -0.32 0.13
H 2.314 -0.787 -3.342 0.04 -0.15 -0.22 0.14
H 0.303 0.276 -3.452 0.00 0.07 0.24 0.10
H 2.549 -2.295 -0.420 0.04 0.23 0.22 0.11
C -1.144 -1.366 3.332 0.20 0.08 0.24 -0.24
C -1.700 -1.495 1.943 -0.85 0.31 0.31 -0.24
O -0.722 -1.696 0.949 0.40 -0.39 -0.38 -0.11
O -0.869 -2.607 3.970 -0.12 -0.08 -0.19 -0.06
H -1.896 -0.843 3.922 0.07 -0.15 0.26 0.13
H -0.238 -0.753 3.314 -0.11 0.16 -0.09 0.13
H -2.219 -0.558 1.725 0.23 -0.01 -0.26 0.11
H -2.452 -2.289 1.902 0.05 -0.05 0.09 0.13
H -0.460 -2.621 0.941 0.00 0.01 -0.04 0.09
H -0.127 -3.013 3.512 0.08 -0.01 0.15 0.08
C -1.423 2.590 0.716 0.76 -0.23 -0.03 -0.23
C -2.384 2.028 -0.305 -0.08 -0.21 -0.51 -0.22
O -1.649 1.402 -1.399 -0.55 0.48 0.76 -0.12
O -0.504 1.605 1.236 0.93 1.26 -0.19 -0.17
H -1.988 3.013 1.552 -0.09 0.08 -0.13 0.12
H -0.838 3.382 0.230 -0.11 -0.08 0.19 0.13
H -2.967 2.868 -0.710 0.09 -0.10 0.15 0.12
H -3.104 1.311 0.122 0.34 0.03 0.01 0.11
H -2.312 1.135 -2.041 0.10 -0.14 -0.11 0.09
H 0.409 2.110 1.284 -0.93 -0.62 -0.21 0.08
```
Forces are in eV/Å.



Question: What is the formula in the second record?
Answer: C35H68BeF3O21



Question: The highest molecular weight belongs to which entry?
Answer: C35H68BeF3O21



Question: Which of these has the highest molecular weight?
Answer: C35H68BeF3O21